(w)
# C10H12

A 2-piece molecular cluster, C10H12 overall (wB97M-V/def2-TZVPD, OMol25).

* M: 132.21 g mol⁻¹
* orbital gap (alpha / beta): 5.903 / 8.099 eV

The geometry in XYZ format:
```
22
Properties=species:S:1:pos:R:3:nbo_charge:R:1
C -2.67585 -0.13367 -0.55884 -0.10
C -3.78149 0.15620 -0.33815 -0.25
C 1.86786 0.13689 -1.39342 -0.11
C 0.64566 -0.47527 -1.53157 -0.28
C 0.65150 -1.90134 0.84921 -0.41
C 2.44847 0.09795 0.02719 -0.26
C 1.25006 -0.49344 0.82745 -0.31
C 0.30918 -0.93978 -0.25855 0.23
C -5.05399 0.46965 0.03468 -0.69
C 3.10672 1.38215 0.65868 -0.60
H 2.43637 0.41356 -2.27014 0.21
H -0.06354 -0.38826 -2.34749 0.26
H 1.31614 -2.70624 0.59886 0.23
H -0.03143 -2.09573 1.65050 0.26
H 3.19970 -0.73467 -0.01209 0.23
H 0.75988 0.20411 1.47211 0.24
H -5.55420 0.61935 -0.90717 0.23
H -4.90528 1.54378 0.41650 0.23
H -5.57049 -0.23608 0.66183 0.23
H 4.18044 1.30830 0.64435 0.22
H 2.72232 1.57495 1.69117 0.22
H 2.74198 2.19759 0.08489 0.22
```


(x)
# C10H12

A single C10H12 molecule (wB97M-V/def2-TZVPD, OMol25).

* M: 132.21 g mol⁻¹
* orbital gap (alpha / beta): 7.904 / 7.764 eV

The geometry in XYZ format:
```
22
Properties=species:S:1:pos:R:3:nbo_charge:R:1
C -2.29994 -0.93884 0.09181 0.01
C -3.33402 -0.24420 -0.24411 -0.08
C -1.10054 -1.64538 0.35343 -0.38
C -0.15296 -0.74018 0.10827 0.19
C 2.28544 -0.73119 0.82515 -0.40
C 1.88038 0.67381 0.49540 -0.40
C -2.28865 0.73772 -0.30426 -0.13
C 1.24085 -0.50529 -0.16951 -0.21
C -2.20523 1.77937 0.81061 -0.66
C 1.60194 -0.71418 -1.65880 -0.58
H -1.05821 -2.81033 0.52444 0.23
H 3.20690 -1.14483 0.26580 0.24
H 1.87103 -1.07102 1.76296 0.24
H 1.21013 1.38138 1.01560 0.23
H 2.59330 1.19075 -0.13316 0.21
H -1.90519 1.06735 -1.25592 0.20
H -2.85153 1.33920 1.64120 0.22
H -2.66722 2.73184 0.73623 0.23
H -1.16875 1.97692 1.15788 0.21
H 1.87716 -1.73982 -1.66727 0.21
H 2.46693 -0.06049 -1.94846 0.21
H 0.79817 -0.53259 -2.40728 0.23
```


Least stable = (w)


(w)
# C3H11NO3S

A 3-piece molecular cluster, C3H11NO3S overall (wB97M-V/def2-TZVPD, OMol25).

* M: 141.19 g mol⁻¹
* total charge: -2
* orbital gap: 5.769 eV

The geometry in XYZ format:
```
19
Properties=species:S:1:pos:R:3:nbo_charge:R:1
C 1.33685 1.14446 -1.44788 -0.22
C 0.79771 0.05623 -2.43427 -0.53
S 1.85303 -0.33742 -3.88133 -0.78
N 0.34701 1.67278 -0.50594 -0.68
C 0.17931 0.81203 0.67516 0.10
O -0.62314 -0.32168 0.31310 -0.85
H 2.25913 0.75907 -0.90476 0.17
H 1.64088 1.93301 -2.00932 0.17
H -0.20929 0.46547 -2.78912 0.15
H 0.43274 -0.74533 -1.83232 0.21
H -0.57131 1.90764 -0.82505 0.35
H -0.37112 1.44059 1.40904 0.10
H 1.07784 0.51759 1.26821 0.14
H -1.82488 -1.86443 2.51059 0.51
H -2.68945 -0.59951 2.49859 0.44
O -2.76954 -1.45439 2.74375 -1.05
H -0.44046 -0.96960 1.26081 0.49
H -0.09729 -2.55915 1.70211 0.43
O -0.32801 -1.85735 2.24862 -1.14
```


(x)
# C3H11NO3S

C3H11NO3S as an isolated structure (wB97M-V/def2-TZVPD, OMol25).

* M: 141.19 g mol⁻¹
* total charge: -2
* orbital gap: 6.043 eV

The geometry in XYZ format:
```
19
Properties=species:S:1:pos:R:3:nbo_charge:R:1
C 0.64155 0.40916 0.20601 -0.05
O 0.83554 -0.22016 -1.10745 -0.81
C 0.01632 -0.56515 1.23683 -0.12
C 0.72836 -0.19672 2.53441 -0.51
S 0.68911 1.56413 2.98510 -0.74
N -1.33355 -0.28657 1.47601 -0.91
H 1.79333 0.51471 0.37379 0.17
H -0.04290 1.19943 0.16153 0.19
H 0.26202 -1.61341 1.03487 0.18
H 1.71488 -0.52773 2.55436 0.17
H 0.21116 -0.77476 3.36218 0.15
H -1.48710 0.50311 2.26272 0.40
H -1.91049 -1.19529 1.60050 0.34
H -0.02395 -2.11436 -5.22599 0.41
H -0.77833 -0.88521 -4.43332 0.50
O -0.85506 -1.81310 -5.15364 -1.12
H -1.78464 0.07249 -3.11597 0.43
H 0.04186 -0.19901 -1.72962 0.51
O -0.98099 0.04779 -3.58919 -1.19
```


Least stable = (x)


(w)
# C5H4

A single C5H4 molecule (wB97M-V/def2-TZVPD, OMol25).

* M: 64.09 g mol⁻¹
* orbital gap: 8.940 eV

The geometry in XYZ format:
```
9
Properties=species:S:1:pos:R:3:lowdin_charge:R:1
C -1.62041 -0.35359 -0.01685 -0.05
C -0.17236 -0.04188 0.00841 0.02
C 0.99415 0.42357 0.01614 -0.18
C 2.26330 0.86924 0.02170 -0.30
C 3.50462 1.07354 0.01528 0.00
H -1.95026 -0.94248 0.84441 0.09
H -1.93876 -0.84813 -0.94001 0.09
H -2.16106 0.60510 0.03135 0.10
H 1.08077 -0.78536 0.01957 0.23
```


(x)
# C5H4

A single C5H4 molecule (wB97M-V/def2-TZVPD, OMol25).

* M: 64.09 g mol⁻¹
* orbital gap: 9.801 eV

The geometry in XYZ format:
```
9
Properties=species:S:1:pos:R:3:nbo_charge:R:1
C -0.32915 -0.94067 -1.11881 -0.47
C 0.58808 1.85372 1.18746 -0.31
C -0.63080 0.70769 0.89250 -0.33
C -0.35656 -0.01044 -0.20707 0.19
C -0.53030 2.38373 1.09727 -0.05
H 0.45519 -1.51455 -1.34603 0.22
H -0.97520 -0.64740 -1.91020 0.23
H 1.68966 1.73760 1.31111 0.27
H -1.27956 0.24197 1.62413 0.25
```


Least stable = (w)


(w)
# C5H4

A single C5H4 molecule (wB97M-V/def2-TZVPD, OMol25).

* M: 64.09 g mol⁻¹
* SMILES string: C#CCC#C
* orbital gap: 10.945 eV

The geometry in XYZ format:
```
9
Properties=species:S:1:pos:R:3:nbo_charge:R:1
C 0.25072 0.63058 2.25263 -0.24
C 0.01913 0.60446 1.07274 0.02
C -0.59009 0.37645 -0.24132 -0.55
C 0.16997 -0.48979 -1.15674 -0.01
C 0.76329 -1.20244 -1.92451 -0.22
H 0.50763 0.72513 3.28091 0.24
H -1.52938 -0.09230 0.06357 0.27
H -0.87099 1.30513 -0.75255 0.26
H 1.27972 -1.85721 -2.59474 0.24
```


(x)
# C5H4

A single C5H4 molecule (wB97M-V/def2-TZVPD, OMol25).

* M: 64.09 g mol⁻¹
* orbital gap (alpha / beta): 9.833 / 5.355 eV

The geometry in XYZ format:
```
9
Properties=species:S:1:pos:R:3:nbo_charge:R:1
C -1.80710 -0.07223 0.11077 -0.26
C -2.97286 -0.40239 0.04546 0.07
C 0.72133 0.09810 0.14467 0.24
C 1.64259 -0.78518 0.09267 -0.51
C -0.46963 0.79974 -0.01870 -0.56
H 2.78852 -0.66462 0.09961 0.25
H 1.24959 -1.72572 -0.13486 0.23
H -0.53591 1.08771 -1.00261 0.26
H -0.61652 1.66459 0.66299 0.27
```


(y)
# C5H4

A single C5H4 molecule (wB97M-V/def2-TZVPD, OMol25).

* M: 64.09 g mol⁻¹
* SMILES string: C#CC#CC
* orbital gap: 10.239 eV

The geometry in XYZ format:
```
9
Properties=species:S:1:pos:R:3:nbo_charge:R:1
C -2.16334 -1.94365 1.20225 -0.19
C -1.23548 -1.44080 0.62218 -0.07
C -0.25454 -0.64519 0.08828 -0.11
C 0.49683 0.23768 -0.23980 0.10
C 1.40717 1.28960 -0.64841 -0.69
H -2.98101 -1.89410 1.86947 0.24
H 1.87227 1.75584 0.22549 0.24
H 0.87143 2.05887 -1.21269 0.24
H 2.18884 0.86446 -1.28201 0.24
```


Least stable = (x)


(w)
# C4H11N2S

A 2-piece molecular cluster, C4H11N2S overall (wB97M-V/def2-TZVPD, OMol25).

* multiplicity: 3
* M: 119.21 g mol⁻¹
* total charge: +1
* orbital gap (alpha / beta): 6.108 / 7.321 eV

The geometry in XYZ format:
```
18
Properties=species:S:1:pos:R:3:nbo_charge:R:1
C 1.79417 -1.29650 -0.03965 0.38
C -0.82156 0.84230 1.15240 -0.33
C -2.20361 0.82015 -0.92648 -0.68
C -1.72279 0.26354 0.36673 -0.19
N 0.68465 -1.95871 0.16687 -0.72
N 1.86522 0.00794 -0.03044 -0.67
S 3.38691 0.83841 -0.13229 0.26
H 2.71456 -1.84123 -0.23185 0.24
H 2.95386 1.78098 -0.98660 0.14
H -0.44739 1.83345 0.93428 0.19
H -0.53186 0.42616 2.10435 0.20
H -3.29480 0.81049 -0.95489 0.26
H -1.85985 0.20318 -1.76241 0.24
H -1.85315 1.84087 -1.07011 0.22
H -2.16348 -0.68369 0.66351 0.18
H 0.66349 -2.96765 0.15279 0.44
H -0.18042 -1.46057 0.37587 0.42
H 1.01604 0.54086 0.21791 0.41
```


(x)
# C4H11N2S

A 2-piece molecular cluster, C4H11N2S overall (wB97M-V/def2-TZVPD, OMol25).

* multiplicity: 3
* M: 119.21 g mol⁻¹
* total charge: +1
* orbital gap (alpha / beta): 6.865 / 7.437 eV

The geometry in XYZ format:
```
18
Properties=species:S:1:pos:R:3:nbo_charge:R:1
C -1.29032 0.85486 -0.39212 0.39
C 3.49851 0.25016 0.02118 -0.68
C -2.07828 -1.27667 0.53018 -0.46
C 2.13473 -0.16267 0.20715 -0.53
N -1.16147 -0.33415 0.11794 -0.49
N -2.48663 1.43007 -0.64500 -0.73
S 1.50692 -1.59998 -0.31980 0.33
H 3.64131 1.16982 -0.67658 0.24
H 4.09364 -0.55837 -0.62370 0.24
H 3.97455 0.59066 0.93177 0.25
H -2.03276 -2.37415 0.20870 0.27
H -1.81649 -1.31276 1.58896 0.24
H -3.15817 -0.91717 0.43225 0.23
H -0.43263 1.48081 -0.40669 0.23
H 1.41161 0.48032 0.86082 0.22
H -2.37194 2.23274 -1.19284 0.42
H -3.25741 0.80826 -0.93391 0.42
H -0.17517 -0.76179 0.29167 0.41
```


Least stable = (w)